Below is a molecular structure, C48H57BGeN11ORe at a distorted geometry, with properties calculated with ωB97M-V with the def2-TZVPD basis set.

Output
<S²>	2.013
Kohn-Sham gap (alpha / beta)	5.91 / 7.10	eV
HOMO level (alpha / beta)	-5.40 / -7.23	eV

Geometry as ORCA input:
```
! wB97M-V def2-TZVPD RIJCOSX def2/J DEFGRID3
* xyz 0 3
Re -0.58841 -0.35688 -0.32669
C -3.19412 3.01569 -1.19555
C -1.94769 2.45489 -0.93177
N -2.07593 1.16176 -0.65067
N -3.39473 0.86586 -0.69857
C -4.08235 1.97010 -1.03164
B -3.93378 -0.58817 -0.39767
N -3.42397 -1.44480 -1.56134
C -4.05371 -2.07671 -2.56994
C -3.13164 -2.33153 -3.55928
C -1.93771 -1.80841 -3.06395
N -2.10409 -1.29101 -1.85622
N -3.30036 -1.03145 0.94837
C -3.91977 -1.32916 2.10453
C -3.00089 -1.26741 3.12818
C -1.80769 -0.90310 2.50644
N -1.98884 -0.79222 1.19316
N -5.44192 -0.51294 -0.23239
C -6.08813 0.28228 0.66185
C -7.43397 0.07973 0.51509
C -7.52439 -0.87868 -0.51441
N -6.33308 -1.22958 -0.95809
H -3.41787 4.03586 -1.45151
H -0.97018 2.91030 -0.91601
H -5.15304 1.94335 -1.14059
H -5.10805 -2.27406 -2.50647
H -3.29875 -2.81891 -4.50388
H -0.97312 -1.77991 -3.52589
H -4.96976 -1.56462 2.12118
H -3.16609 -1.45882 4.17355
H -0.83996 -0.71133 2.92748
H -5.54237 0.92574 1.33338
H -8.23284 0.55019 1.06127
H -8.40548 -1.32879 -0.94398
C 0.54829 0.01777 -5.42999
N 0.47531 0.54597 -4.07896
C -0.71468 1.30835 -3.77005
C 1.31835 0.11840 -3.09821
N 0.96452 -0.04212 -1.86144
N 2.59765 -0.19162 -3.51603
C 3.33000 0.76450 -4.33149
C 3.44285 -0.99605 -2.64702
H -0.42019 -0.41239 -5.70039
H 1.30329 -0.76093 -5.49030
H 0.78336 0.80181 -6.15544
H -0.85083 2.07642 -4.53497
H -0.58360 1.79134 -2.81100
H -1.61404 0.68904 -3.73318
H 1.77733 -0.19671 -1.27722
H 2.64865 1.46649 -4.80352
H 3.89939 0.24746 -5.10619
H 4.03276 1.33208 -3.71292
H 2.85460 -1.75297 -2.12812
H 3.97660 -0.38408 -1.90809
H 4.18179 -1.51076 -3.26180
C 3.32884 -0.88710 1.15437
C 2.71170 -2.11778 1.82010
C 1.47676 -1.83317 2.65297
C 2.46553 -3.18621 0.78033
C 3.35443 -4.25931 0.84269
C 3.31341 -5.32245 -0.03464
C 2.32846 -5.29173 -1.00148
C 1.41956 -4.24383 -1.10889
C 0.41321 -4.38543 -2.22941
C 0.79063 -3.41898 -3.35096
C -1.03144 -4.33769 -1.72181
C 1.45336 -3.13608 -0.21755
O 0.51804 -2.17373 -0.34096
H 3.73939 -0.20540 1.89811
H 2.58345 -0.35229 0.56500
H 4.14253 -1.19345 0.49120
H 3.47316 -2.51177 2.49787
H 0.67044 -1.51871 2.00298
H 1.67173 -1.05794 3.39990
H 1.15592 -2.73952 3.17234
H 4.10641 -4.24487 1.62385
H 4.01785 -6.14084 0.03252
H 2.24878 -6.11016 -1.70853
H 0.55718 -5.38383 -2.64986
H 0.82784 -2.39927 -2.97396
H 0.10101 -3.48598 -4.19698
H 1.78901 -3.67315 -3.71727
H -1.25004 -3.39135 -1.22807
H -1.17603 -5.13661 -0.99230
H -1.74646 -4.48699 -2.53554
C 0.32189 0.83505 0.75351
Ge 0.96267 2.13246 2.00350
C -0.36327 3.51556 2.43462
C 0.03287 4.66737 3.11588
C -0.88598 5.65273 3.44669
C -2.22449 5.50156 3.10452
C -2.63927 4.35187 2.44980
C -1.71390 3.36581 2.12714
C 2.56313 2.97922 1.23908
C 3.40823 3.80749 1.98011
C 4.55240 4.35643 1.41558
C 4.87471 4.08298 0.09410
C 4.03843 3.27402 -0.66205
C 2.89438 2.72982 -0.09294
C 1.42846 1.44945 3.79207
C 2.73294 1.34547 4.26985
C 2.99308 0.81223 5.52691
C 1.94968 0.36404 6.32382
C 0.64254 0.47221 5.86860
C 0.38968 1.01965 4.61897
H 1.07004 4.80524 3.39763
H -0.56014 6.53928 3.97664
H -2.94071 6.27309 3.35785
H -3.68362 4.21774 2.19392
H -2.05176 2.44965 1.65144
H 3.18307 4.02889 3.01723
H 5.19564 4.99323 2.01029
H 5.77290 4.49897 -0.34489
H 4.28565 3.06758 -1.69633
H 2.23439 2.10333 -0.68663
H 3.56434 1.65597 3.64730
H 4.01382 0.74519 5.88309
H 2.15302 -0.06091 7.29861
H -0.17805 0.13216 6.48853
H -0.63820 1.13154 4.28791
*
```


Below is 2 unconnected molecules or ions with the total composition C21H43BN3O7 at a distorted geometry, with properties calculated with ωB97M-V with the def2-TZVPD basis set.

Output
Kohn-Sham gap	6.21	eV
HOMO level	-3.91	eV

Geometry as ORCA input:
```
! wB97M-V def2-TZVPD RIJCOSX def2/J DEFGRID3
* xyz -1 1
C 0.31582 -2.17082 -1.31471
C -0.57485 -1.22410 -1.65415
C -0.97874 -0.00208 -0.85235
C -1.90297 -0.24685 0.39999
C -1.02708 -0.07844 1.65230
N 0.05682 -1.05313 1.70272
C 1.34315 -0.46373 2.06706
O -2.32073 -1.56720 0.42889
B -3.68541 -1.69208 -0.21454
N -4.60638 -2.46522 0.74000
C -6.00020 -2.05632 0.71172
C -6.78511 -2.50739 -0.55911
O -3.44897 -2.61191 -1.38769
C -3.70001 -2.06044 -2.64118
C -3.20544 -3.06479 -3.71763
O -3.98396 -0.29712 -0.49243
C -3.28906 0.53467 0.41044
C -3.29292 1.94737 -0.18684
C -4.22686 2.13895 -1.40137
C -3.56365 1.87154 -2.76159
N -4.07637 0.36273 1.67668
C -3.75980 1.11059 2.58656
O -3.41749 1.78180 3.50943
H 1.11718 -2.39664 -2.01503
H 0.26285 -2.72069 -0.38917
H -1.04926 -1.32718 -2.62971
H -0.04914 0.42508 -0.47949
H -1.37942 0.71825 -1.56209
H -0.60350 0.92882 1.71907
H -1.66158 -0.27657 2.52259
H -0.19170 -1.82939 2.29162
H 1.63592 0.19953 1.25627
H 2.05477 -1.28205 2.14871
H 1.24635 0.07241 3.02368
H -4.59017 -3.45487 0.54067
H -6.13289 -0.98387 0.82673
H -6.48918 -2.51833 1.58344
H -6.33889 -3.38792 -1.01256
H -6.81543 -1.66483 -1.25020
H -7.81817 -2.71644 -0.26487
H -4.75988 -1.81389 -2.80335
H -3.12054 -1.14071 -2.78882
H -2.72632 -3.89809 -3.21539
H -4.02081 -3.36450 -4.37704
H -2.47167 -2.56751 -4.35609
H -3.59949 2.70450 0.53976
H -2.30418 2.26377 -0.51418
H -5.17449 1.62371 -1.29257
H -4.46220 3.20895 -1.41257
H -4.02614 2.56904 -3.46780
H -3.76891 0.87891 -3.14725
H -2.50769 2.12883 -2.75061
C 9.12871 0.47093 1.05664
O 8.03293 1.17602 0.51911
C 7.23940 0.41278 -0.37711
C 5.75503 0.63293 -0.15794
O 5.22658 0.09773 1.04518
C 5.61087 0.69591 2.27428
C 5.09439 2.10349 2.50069
O 5.75641 3.04742 1.67176
C 4.89498 4.01452 1.11034
H 9.95471 0.42863 0.33788
H 9.46265 1.00528 1.94619
H 8.84458 -0.54291 1.35772
H 7.45716 -0.65619 -0.27863
H 7.49173 0.73049 -1.39676
H 5.23100 0.10024 -0.95573
H 5.48844 1.68440 -0.27177
H 6.69064 0.64107 2.41905
H 5.16353 0.06278 3.04509
H 5.29745 2.38152 3.54314
H 4.01220 2.12147 2.33866
H 3.96932 3.56336 0.73925
H 5.41251 4.46845 0.26516
H 4.65960 4.79536 1.84190
*
```


Below is a single C7H9NO molecule at a distorted geometry, with properties calculated with ωB97M-V with the def2-TZVPD basis set.

Output
Kohn-Sham gap	9.01	eV
HOMO level	-8.28	eV

Geometry as ORCA input:
```
! wB97M-V def2-TZVPD RIJCOSX def2/J DEFGRID3
* xyz 0 1
C 0.34866 1.38355 -1.27397
C 0.58981 -1.14338 -0.82541
N -0.49606 1.49425 -0.12610
C 0.02765 -0.08026 -1.76231
C -0.71569 0.23130 0.64356
C 0.45740 -0.65508 0.59023
C -1.71303 0.11436 1.52481
C 1.24447 -1.01004 1.59527
O -0.39097 -0.28295 -2.87032
H -1.36827 1.97686 -0.29827
H 0.07533 2.09076 -2.05644
H 1.40571 1.46942 -0.99169
H -0.01949 -2.03655 -0.96581
H 1.62115 -1.40830 -1.09635
H -1.67456 -0.59177 2.33867
H -2.53397 0.81168 1.52956
H 1.07130 -0.67100 2.60719
H 2.07056 -1.69283 1.43739
*
```


Below is 2 unconnected molecules or ions with the total composition C4H13N2O at a distorted geometry, with properties calculated with ωB97M-V with the def2-TZVPD basis set.

Output
Kohn-Sham gap (alpha / beta)	8.25 / 8.25	eV
HOMO level (alpha / beta)	-11.49 / -11.50	eV

Geometry as ORCA input:
```
! wB97M-V def2-TZVPD RIJCOSX def2/J DEFGRID3
* xyz 1 1
C 0.40765 1.88520 0.41860
C 1.88665 -1.38470 -0.46128
C 0.56302 0.57532 -0.40011
C -1.64048 -0.69283 -0.31639
N -2.62914 0.21427 -0.43335
N 1.22859 -0.42444 0.40545
O -1.39054 -1.12377 0.93292
H 1.39097 2.48514 0.49919
H -0.38182 2.61997 -0.01034
H -0.03102 1.58033 1.29180
H 2.43461 -2.18210 0.25973
H 1.16707 -1.77939 -1.21382
H 2.78375 -0.83494 -0.87415
H 0.98540 0.65257 -1.42141
H -1.49073 -1.32799 -1.16437
H -2.54844 0.85926 0.33473
H -2.92466 0.63136 -1.37229
H 0.39226 -0.97655 0.89517
H 1.93600 -0.03619 1.07419
H -2.13915 -0.74051 1.55573
*
```


Below is a molecular structure, C21H13Cl3GeN3O8Ti, with properties calculated with ωB97M-V with the def2-TZVPD basis set.

Output
<S²>	0.753
Kohn-Sham gap (alpha / beta)	6.27 / 6.20	eV
HOMO level (alpha / beta)	-7.57 / -7.57	eV

Geometry as ORCA input:
```
! wB97M-V def2-TZVPD RIJCOSX def2/J DEFGRID3
* xyz 0 2
Ti 0.33586 -0.96416 -0.12720
O -1.36326 -4.42587 1.58188
C -0.66505 -3.35263 1.26887
O -0.57003 -2.92322 0.13734
C 0.07958 -2.71191 2.39154
C 0.17796 -3.21756 3.67375
C 1.06171 -2.61314 4.55142
C 1.85171 -1.56743 4.09139
C 1.68714 -1.13327 2.78705
N 0.78396 -1.66416 1.97756
C 2.54991 -0.12847 2.05715
O 3.49523 0.52204 2.72962
O 2.38500 0.05374 0.88257
H -1.70177 -4.80913 0.75627
H -0.41111 -4.07696 3.96108
H 1.16636 -2.97409 5.56461
H 2.58962 -1.13103 4.75203
H 3.53949 0.24444 3.65083
O 1.34814 -0.83625 -4.04784
C 0.78053 -0.79114 -2.99197
O 1.33114 -0.82187 -1.79258
C -0.72749 -0.70607 -2.87946
C -1.64749 -0.63415 -3.90826
C -2.99313 -0.54787 -3.56876
C -3.38233 -0.51983 -2.23154
C -2.39362 -0.59807 -1.26983
N -1.12070 -0.69932 -1.61828
C -2.56431 -0.55472 0.23443
O -3.65805 -0.48855 0.75023
O -1.41301 -0.60090 0.84841
H -1.30165 -0.65431 -4.93184
H -3.74192 -0.49687 -4.34832
H -4.41662 -0.44142 -1.92833
Cl 2.84887 -6.02375 -1.59324
Ge 2.51330 -3.85838 -2.26332
Cl 0.24447 -4.06589 -2.56396
Cl 2.45481 -3.08173 0.05100
N 0.30818 1.27835 -0.10957
C 0.22155 2.41171 -0.23395
C 0.12974 3.83758 -0.39136
C 1.26015 4.55032 -0.77983
C 1.16485 5.92333 -0.93358
C -0.04335 6.56627 -0.70106
C -1.16602 5.84590 -0.31372
C -1.08726 4.47267 -0.15724
H 2.19157 4.03137 -0.95987
H 2.03437 6.48980 -1.23722
H -0.11169 7.63916 -0.82395
H -2.10438 6.35281 -0.13543
H -1.95092 3.89460 0.14247
*
```


For the records above, the corresponding relative energy (zero: lowest compared OMol25 entry of this formula, charge and spin) values read 19.64 14.79 51.31 117.27 11.16 kcal/mol.
For the records above, the corresponding energy values read -128463.250 -41953.048 -10940.589 -9376.498 -160045.558 eV.